i.
The following is a DFT calculation (the ωB97M-V functional and the def2-TZVPD basis) of a 2-piece molecular cluster, C4H10NOP overall.

Each line ends with the natural charge from an NBO analysis.
Cartesian coordinates (Å):
H1 1.95960 -1.06517 -2.22686  0.23
C1 1.32399 -0.57143 -1.39135  -0.62
H2 -3.72936 0.94187 0.01231  0.21
H3 0.27835 -0.88858 -1.29521  0.22
N1 1.07211 0.09066 1.14880  -0.40
H4 1.34683 0.47997 -1.58157  0.20
P1 -1.88377 -0.64043 0.18183  1.07
C2 -3.13174 0.34960 0.76565  -1.01
H5 -3.36215 0.69227 1.79146  0.24
H6 0.85951 1.58846 2.43837  0.17
O1 -2.14044 -0.63070 -1.42693  -1.00
H7 2.36855 1.73646 1.29778  0.15
H8 -2.98061 -0.31423 -1.72480  0.49
H9 2.96034 -0.44161 0.21223  0.17
H10 1.78206 -1.82073 0.17904  0.20
C3 1.81802 -0.69208 0.08092  -0.25
C4 1.45872 1.18565 1.53836  -0.04

The LUMO energy comes out at 0.77 eV. The value obtained for the HOMO-LUMO gap is 9.58 eV. Its net charge is 0.

***

ii.
The following is a DFT calculation (the ωB97M-V functional and the def2-TZVPD basis) of a single C4H10NOP molecule.

Each line ends with the natural charge from an NBO analysis.
Cartesian coordinates (Å):
H1 -0.60171 1.53771 1.59784  0.41
O1 0.01504 -1.75388 0.44493  -1.15
H2 -2.24944 1.28831 0.24127  0.18
H3 2.18916 0.03556 0.95578  0.22
H4 -2.06876 -0.15422 -1.72649  0.21
C1 -1.34205 0.65963 0.02000  0.26
P1 -0.01401 -0.91588 1.67351  1.32
C2 1.75851 -0.29694 1.91921  -1.01
N1 -0.45590 0.67565 0.99130  -0.77
C3 0.03818 0.25016 -2.07148  -0.56
H5 2.27319 -1.20704 2.07620  0.22
H6 0.93404 0.13955 -1.53930  0.22
H7 -0.15306 1.19395 -2.47054  0.20
H8 1.90121 0.36765 2.76466  0.22
H9 -0.05389 -0.45774 -2.85736  0.21
H10 -0.95516 -1.17360 -0.84521  0.33
C4 -1.21535 -0.18886 -1.17434  -0.52

The LUMO energy (spin up / spin down) comes out at -0.29 / -0.29 eV. The value obtained for the HOMO-LUMO gap (spin up / spin down) is 7.36 / 7.36 eV. Its net charge is 0.

***

Verdict on stability: i comes out at the bottom.

***

i.
The following is a DFT calculation (the ωB97M-V functional and the def2-TZVPD basis) of a single C6H8O2 molecule.

Each line ends with the natural charge from an NBO analysis.
Cartesian coordinates (Å):
H1 -1.28460 -0.30900 1.34110  0.21
H2 0.53367 -1.95447 0.57622  0.22
C1 1.11530 1.24602 1.05853  0.20
H3 -1.69436 -1.11299 -2.43727  0.20
H4 2.53675 -0.41158 0.37372  0.24
C2 -1.19622 0.45869 -0.76643  -0.48
H5 1.73330 1.97593 1.92702  0.21
C3 -0.65163 0.16726 0.63763  0.05
C4 -1.12005 -0.95375 -1.31859  -0.09
O1 -0.13039 1.42690 1.21406  -0.47
C5 1.56533 0.18048 0.32836  -0.42
C6 0.46808 -0.94481 0.20677  0.02
H6 -2.20113 1.12147 -0.75646  0.24
H7 -1.63148 -1.66851 -0.66064  0.17
H8 -0.41213 1.10804 -1.34345  0.24
O2 0.29728 -1.38592 -1.20130  -0.54

The LUMO energy comes out at 0.86 eV. The value obtained for the HOMO-LUMO gap is 9.71 eV. Its net charge is 0.

***

ii.
The following is a DFT calculation (the ωB97M-V functional and the def2-TZVPD basis) of C6H8O2 as an isolated structure.

Each line ends with the natural charge from an NBO analysis.
Cartesian coordinates (Å):
C1 -1.89048 -0.01056 0.79477  -0.08
H1 0.78729 -0.61700 2.12177  0.22
O1 -2.99713 -0.36573 -0.14020  -0.75
H2 1.40783 1.79180 -0.17388  0.20
C2 0.67655 -0.37732 1.08214  -0.24
H3 2.70115 -0.81471 0.45640  0.20
C3 1.65093 0.85230 -0.72732  -0.38
C4 1.75800 -0.45266 0.10393  0.02
H4 -3.17624 0.15607 -0.90880  0.47
O2 1.19397 -1.12209 -1.05334  -0.51
C5 0.34542 0.05689 -1.07155  0.03
H5 -2.05653 0.91314 1.25457  0.18
H6 -2.05318 -0.83030 1.57542  0.21
H7 2.29821 0.92309 -1.57591  0.22
H8 -0.21257 0.01633 -2.01685  0.21
C6 -0.43321 -0.11926 0.27885  -0.01

The LUMO energy comes out at 0.82 eV. The value obtained for the HOMO-LUMO gap is 9.88 eV. Its net charge is 0.

***

iii.
The following is a DFT calculation (the ωB97M-V functional and the def2-TZVPD basis) of a single C6H8O2 molecule.

Each line ends with the natural charge from an NBO analysis.
Cartesian coordinates (Å):
H1 -2.20204 -0.56514 -1.44927  0.22
O1 0.87762 -0.45263 1.79022  -0.43
H2 -0.89616 -2.64226 -0.25035  0.22
H3 2.22669 2.14956 -0.21029  0.22
H4 -1.78952 -1.51369 0.75389  0.22
C1 -0.97057 -1.59956 0.05499  -0.46
C2 -1.09299 -0.69642 -1.15797  -0.07
C3 1.34146 1.82988 -0.75056  -0.49
C4 0.08444 0.36998 1.01248  -0.01
C5 0.34905 1.12165 -0.21457  0.29
O2 -0.71281 0.71518 -0.99403  -0.54
H5 1.18321 2.11603 -1.75305  0.21
H6 -0.43052 -1.09125 -1.98072  0.19
C6 0.34433 -1.02492 0.58659  0.06
H7 1.16883 -1.18750 -0.11372  0.19
H8 -0.91333 0.63025 1.44826  0.19

The LUMO energy comes out at 0.97 eV. The value obtained for the HOMO-LUMO gap is 9.80 eV. Its net charge is 0.

***

Verdict on stability: i comes out at the bottom.

***

i.
The following is a DFT calculation (the ωB97M-V functional and the def2-TZVPD basis) of a 2-piece molecular cluster, C6H8O2 overall.

Each line ends with the natural charge from an NBO analysis.
Cartesian coordinates (Å):
C1 -0.14358 1.79861 -0.10354  -0.60
H1 1.06080 -2.63756 0.16139  0.22
C2 -0.84056 -1.72950 -0.26256  -0.30
H2 1.14375 0.44715 -1.32832  0.43
C3 0.40518 -1.74717 0.20944  -0.09
O1 2.20016 -0.21291 -0.52652  -0.64
C4 1.02716 -0.36624 0.44253  0.02
O2 -2.47209 -0.09055 -0.18314  -0.55
C5 -1.27190 -0.38917 0.10777  0.54
C6 -0.10341 0.45361 0.54070  -0.43
H3 -0.02596 1.56705 -1.14078  0.19
H4 1.26301 -0.34635 1.46027  0.19
H5 -1.23294 2.14431 -0.38491  0.27
H6 0.02292 0.82456 1.48618  0.26
H7 0.50702 2.80331 0.20258  0.25
H8 -1.53956 -2.51917 -0.68108  0.26

The LUMO energy comes out at -0.17 eV. The value obtained for the HOMO-LUMO gap is 9.72 eV. Its net charge is 0.

***

ii.
The following is a DFT calculation (the ωB97M-V functional and the def2-TZVPD basis) of a single C6H8O2 molecule.

Each line ends with the natural charge from an NBO analysis.
Cartesian coordinates (Å):
H1 -1.39057 -0.36360 -2.36631  0.21
O1 0.10089 -1.15982 0.61636  -0.52
C1 -1.64543 0.10281 -0.15654  -0.42
C2 0.67166 0.67972 1.71930  -0.06
H2 0.79401 0.16727 2.65352  0.19
H3 1.91703 -1.42344 -0.27671  0.18
C3 1.20767 -0.67374 -0.10650  0.32
H4 1.15771 -0.19096 -2.38914  0.23
H5 -2.24183 1.01381 -0.26518  0.23
O2 1.77333 0.31010 0.80744  -0.55
C4 0.54082 -0.29431 -1.48677  -0.27
H6 -2.32528 -0.77155 0.07711  0.24
H7 0.73281 1.77954 1.84308  0.19
C5 -0.46128 0.20818 0.78211  -0.04
C6 -0.81327 -0.19203 -1.45924  -0.16
H8 -0.01828 0.80804 0.00747  0.22

The LUMO energy comes out at 0.93 eV. The value obtained for the HOMO-LUMO gap is 10.13 eV. Its net charge is 0.

***

iii.
The following is a DFT calculation (the ωB97M-V functional and the def2-TZVPD basis) of a single C6H8O2 molecule.

Each line ends with the natural charge from an NBO analysis.
Cartesian coordinates (Å):
H1 0.92389 0.51150 1.22562  0.28
C1 0.56864 -0.75931 1.22510  -0.70
O1 -0.07675 1.61119 0.24612  -0.52
C2 -1.45332 1.02891 0.16295  -0.19
H2 2.26004 -0.58428 -0.14484  0.26
H3 -1.83568 1.23061 -0.99226  0.20
H4 -0.19308 -1.11336 2.20245  0.25
H5 -1.82056 1.63390 0.97158  0.24
C3 1.44752 -0.53897 -0.93812  -0.36
H6 1.95617 -0.72639 -2.05396  0.26
O2 -2.37460 -1.13500 -0.46267  -0.52
C4 0.07325 -0.78530 -0.26769  -0.30
H7 -0.06624 1.00470 -1.84574  0.22
C5 0.43050 0.68346 -0.81306  0.06
C6 -1.31703 -0.53506 -0.21309  0.58
H8 1.47725 -1.52660 1.69764  0.25

The LUMO energy comes out at 0.67 eV. The value obtained for the HOMO-LUMO gap is 10.04 eV. Its net charge is 0.

***

iv.
The following is a DFT calculation (the ωB97M-V functional and the def2-TZVPD basis) of a single C6H8O2 molecule.

Each line ends with the natural charge from an NBO analysis.
Cartesian coordinates (Å):
C1 0.62604 -0.28807 -0.24411  0.20
O1 1.84197 -0.51995 -0.87929  -0.70
H1 0.04036 1.99603 -0.80070  0.21
H2 1.61053 -0.43105 -1.83332  0.49
H3 1.34337 -1.44226 1.51450  0.22
C2 0.54716 0.34311 2.09472  -0.37
C3 0.87291 -0.53733 1.18907  -0.20
C4 -0.62585 -0.78605 -1.08248  0.05
H4 -0.83020 -1.79827 -1.48401  0.20
H5 -0.02007 1.27318 1.90521  0.19
H6 -2.37962 0.51995 -0.99509  0.22
C5 -1.53500 0.24118 -0.38845  -0.43
C6 -0.20366 0.91153 -0.74395  0.05
O2 -0.27142 0.22855 -2.08311  -0.55
H7 -1.74326 0.14215 0.68635  0.21
H8 0.72674 0.14730 3.14464  0.20

The LUMO energy comes out at 1.05 eV. The value obtained for the HOMO-LUMO gap is 10.72 eV. Its net charge is 0.

***

Verdict on stability: iii comes out at the bottom.